ORCA calculation (the ωB97M-V functional and the def2-TZVPD basis) on a structure of composition C19H16Cl5N5OsS2 in a non-equilibrium geometry.

Properties
- Calculated total energy: -114148.0076 eV
- Gap between HOMO and LUMO (spin up / spin down): 0.197 / 0.197 hartree
- Charge: +2
- ΔE to the lowest compared entry with this formula, charge and spin: 41.0 kJ/mol
- Lowest unoccupied orbital energy (spin up / spin down): -9.0 / -9.0 eV
- HOMO (spin up / spin down): -14.4 / -14.4 eV

The geometry in XYZ format:
```
48
C19H16Cl5N5OsS2 (the ωB97M-V functional and the def2-TZVPD basis)
Os -0.14 -0.45 0.36
C 0.05 1.98 5.02
S -1.59 1.59 4.35
C -1.17 1.10 2.73
S 0.08 -0.17 2.54
N -1.85 1.57 1.75
N -1.52 0.95 0.55
C -2.19 1.30 -0.51
C -1.79 0.67 -1.75
C -2.39 0.95 -2.97
C -1.91 0.33 -4.11
C -0.84 -0.55 -4.00
C -0.28 -0.80 -2.75
N -0.75 -0.21 -1.64
H -0.12 2.20 6.07
H 0.46 2.86 4.53
H 0.73 1.13 4.95
H -2.99 2.02 -0.43
H -3.22 1.64 -3.01
H -2.35 0.53 -5.07
H -0.43 -1.05 -4.87
H 0.54 -1.48 -2.62
C 5.20 0.85 0.04
C 3.76 1.16 -0.15
C 3.12 2.28 -0.67
C 1.76 2.03 -0.58
N 1.55 0.81 -0.04
N 2.79 0.30 0.19
C 0.66 2.95 -0.99
H 5.81 1.71 -0.25
H 5.50 0.00 -0.56
H 5.41 0.62 1.09
H 3.60 3.17 -1.04
H 2.90 -0.57 0.68
H 1.06 3.94 -1.16
H -0.10 3.03 -0.21
H 0.19 2.62 -1.91
Cl -3.80 -1.23 1.08
C -2.63 -2.46 0.77
C -1.30 -2.11 0.52
C -0.43 -3.17 0.34
Cl 1.22 -2.57 0.07
C -0.74 -4.51 0.35
Cl 0.46 -5.70 0.11
C -2.08 -4.82 0.60
Cl -2.56 -6.45 0.64
C -3.02 -3.80 0.82
Cl -4.65 -4.21 1.14
```